No. 1
DFT (ωB97M-V/def2-TZVPD) results for 2 unconnected molecules or ions with the total composition C12H28BN7O10P.

Calculated values
Max |F| in eV/Å: 6.70
Relative energy (zero: lowest compared OMol25 entry of this formula, charge and spin) in kcal/mol: 67.66
Orbital gap in eV: 7.8
Total charge: +1
Spin multiplicity: 1
Energy in hartree: -1975.65487
HOMO energy in eV: -11.582

Structure (XYZ):
```
59
Properties=species:S:1:pos:R:3:mulliken_charge:R:1
N 5.943 3.497 -2.128 -0.6063
C 5.210 3.487 -0.826 0.3964
O 5.166 4.546 -0.180 -0.4961
C 4.470 2.133 -0.330 -0.1853
C 3.635 1.583 -1.577 -0.9048
N 2.972 0.267 -1.352 0.2244
C 1.730 0.071 -0.860 0.6723
N 1.238 -1.287 -0.755 -0.4206
C -0.086 -1.036 -0.248 -0.0861
B -1.055 -2.315 -0.011 0.6101
O -2.494 -2.200 0.100 -0.5389
O -0.388 -3.614 0.035 -0.5076
N -0.284 0.365 -0.067 0.2393
C -1.608 0.812 0.439 -0.6868
O -2.554 0.783 -0.650 -0.2173
C -2.663 2.079 -1.279 -0.3234
O -1.483 2.283 -2.070 -0.1854
C -1.534 3.510 -2.833 -0.3914
C -1.736 4.842 -1.976 -0.4637
O -0.623 5.106 -1.068 -0.5000
N 0.832 1.094 -0.424 0.7554
N 0.947 2.465 -0.339 -0.8374
P 3.901 -1.225 -1.780 -0.0106
N 5.503 -0.910 -1.123 -0.5376
O 4.028 -1.370 -3.478 -0.4409
H 6.228 2.518 -2.333 0.3154
H 5.197 3.701 -2.819 0.3352
H 3.784 2.462 0.520 0.1679
H 5.212 1.380 0.082 0.3343
H 2.865 2.348 -1.954 0.3546
H 4.360 1.432 -2.458 0.2465
H -2.701 -2.464 1.023 0.3123
H -0.512 -3.968 0.941 0.3046
H -2.036 0.124 1.252 0.3010
H -1.564 1.852 0.933 0.3623
H -2.825 2.850 -0.458 0.3161
H -3.566 2.019 -1.990 0.2465
H -0.504 3.607 -3.336 0.2652
H -2.280 3.449 -3.710 0.3376
H -2.676 4.834 -1.331 0.2803
H -1.803 5.717 -2.700 0.3178
H -0.900 4.976 -0.141 0.3246
H 0.127 2.910 0.088 0.2259
H 1.744 2.739 0.272 0.1838
H 5.692 -1.582 -0.364 0.2850
H 6.182 -1.056 -1.888 0.2619
H 4.251 -0.472 -3.818 0.3566
C -5.106 -4.470 6.125 -0.6272
O -4.620 -4.245 4.802 -0.3075
C -4.446 -5.364 4.082 0.7036
O -4.662 -6.487 4.456 -0.5213
O -3.989 -5.010 2.868 -0.2045
C -3.757 -6.110 1.988 -0.6674
H -5.208 -3.500 6.612 0.2173
H -6.088 -4.948 6.098 0.2934
H -4.399 -5.073 6.698 0.2952
H -4.683 -6.657 1.799 0.3158
H -2.993 -6.775 2.397 0.3322
H -3.392 -5.707 1.042 0.1775
```

No. 2
DFT (ωB97M-V/def2-TZVPD) results for a single C5H3N3 molecule.

Calculated values
Max |F| in eV/Å: 7.10
Relative energy (zero: lowest compared OMol25 entry of this formula, charge and spin) in kcal/mol: 40.86
Orbital gap in eV: 8.6
Total charge: 0
Spin multiplicity: 1
Structure (SMILES): [H]/N=C1/N=CC=C1C#N
Energy in hartree: -356.50694
HOMO energy in eV: -10.471

Structure (XYZ):
```
11
Properties=species:S:1:pos:R:3:mulliken_charge:R:1
H -0.055 0.562 -2.516 0.2759
N -0.375 -0.309 -2.158 -0.5561
C -0.349 -0.417 -0.874 0.3901
N -0.647 -1.732 -0.283 -0.4825
C -0.622 -1.414 0.964 -0.0645
C -0.115 -0.047 1.284 -0.2812
C 0.089 0.604 0.085 0.3943
C 0.864 1.722 -0.204 0.0767
N 1.458 2.772 -0.295 -0.4519
H -0.724 -2.108 1.789 0.3916
H 0.477 0.368 2.208 0.3076
```

No. 3
DFT (ωB97M-V/def2-TZVPD) results for 3 unconnected molecules or ions with the total composition C2H6O2SSi.

Calculated values
Max |F| in eV/Å: 4.81
Relative energy (zero: lowest compared OMol25 entry of this formula, charge and spin) in kcal/mol: 55.90
Orbital gap in eV: 7.9
Total charge: 0
Spin multiplicity: 1
Energy in hartree: -917.86300
HOMO energy in eV: -9.311

Structure (XYZ):
```
12
Properties=species:S:1:pos:R:3:mulliken_charge:R:1
C -0.319 0.953 0.780 0.5503
C -1.779 -0.893 0.504 -0.7107
O -1.220 1.771 0.733 -0.5310
O -0.495 -0.378 0.738 -0.1774
Si 1.651 1.237 0.745 0.3765
S 2.659 -0.473 0.311 -0.3016
H -1.778 -1.223 -0.549 0.2706
H -2.566 -0.119 0.535 0.3133
H -2.152 -1.691 1.162 0.2506
H 1.903 2.696 0.876 -0.0490
H 4.836 1.962 -1.074 -0.1447
H 5.727 2.552 -1.038 0.1531
```

No. 4
DFT (ωB97M-V/def2-TZVPD) results for a single C3H6N4 molecule.

Calculated values
Max |F| in eV/Å: 3.55
Relative energy (zero: lowest compared OMol25 entry of this formula, charge and spin) in kcal/mol: 19.19
Orbital gap in eV: 8.0
Total charge: 0
Spin multiplicity: 1
Structure (SMILES): [H]/N=c1/[nH]cc(N)[nH]1
Energy in hartree: -336.91867
HOMO energy in eV: -7.238

Structure (XYZ):
```
13
Properties=species:S:1:pos:R:3:mulliken_charge:R:1
H 2.484 -1.588 -0.151 0.1960
N 2.428 -0.552 -0.007 -0.7258
C 1.203 -0.182 -0.016 0.2366
N 0.808 1.146 0.067 -0.2246
C -0.590 1.246 0.044 -0.5715
C -1.105 -0.026 -0.023 0.2628
N -2.400 -0.577 -0.075 -0.5460
N 0.008 -0.866 0.046 -0.1396
H 1.550 1.762 -0.350 0.2993
H -1.023 2.233 0.050 0.4047
H -2.810 -0.766 0.901 0.2634
H -3.066 0.007 -0.684 0.2790
H -0.090 -1.932 -0.011 0.2657
```

No. 5
DFT (ωB97M-V/def2-TZVPD) results for a single C4H7N3O molecule.

Calculated values
Max |F| in eV/Å: 5.69
Relative energy (zero: lowest compared OMol25 entry of this formula, charge and spin) in kcal/mol: 137.21
Orbital gap in eV: 8.8
Total charge: 0
Spin multiplicity: 1
Structure (SMILES): O/N=C\N1CCC=N1
Energy in hartree: -395.92975
HOMO energy in eV: -8.096

Structure (XYZ):
```
15
Properties=species:S:1:pos:R:3:mulliken_charge:R:1
O 2.964 -1.047 0.064 -0.3640
N 2.888 0.254 0.063 -0.3456
C 1.768 0.901 0.040 0.1867
N 0.489 0.358 0.016 0.2718
C -0.873 0.910 -0.305 -0.5906
C -1.923 -0.184 0.346 -0.4365
C -0.951 -1.407 -0.144 -0.3052
N 0.241 -0.991 -0.203 -0.6242
H 2.018 -1.451 -0.258 0.4795
H 1.709 2.060 0.196 0.2462
H -1.066 1.213 -1.413 0.2743
H -0.975 2.039 0.298 0.2585
H -3.037 -0.054 -0.129 0.2814
H -2.107 -0.159 1.529 0.2539
H -1.143 -2.441 -0.101 0.4136
```

No. 6
DFT (ωB97M-V/def2-TZVPD) results for 2 unconnected molecules or ions with the total composition C5H14N2O.

Calculated values
Max |F| in eV/Å: 4.28
Relative energy (zero: lowest compared OMol25 entry of this formula, charge and spin) in kcal/mol: 58.54
Orbital gap (spin up / spin down) in eV: 11.4 / 5.6
Total charge: +1
Spin multiplicity: 2
<S²>: 0.756
Energy in hartree: -383.28233
HOMO energy (spin up / spin down) in eV: -14.148 / -14.143

Structure (XYZ):
```
22
Properties=species:S:1:pos:R:3:mulliken_charge:R:1
C 2.254 -0.829 -0.008 -0.7453
N 2.487 0.332 -0.898 0.0664
C 1.406 0.506 -1.835 -0.3093
O 0.289 1.158 -1.257 -0.3346
H 1.336 -0.740 0.563 0.3074
H 3.150 -0.885 0.640 0.3441
H 2.189 -1.694 -0.666 0.3689
H 2.505 1.159 -0.338 0.3190
H 1.176 -0.484 -2.212 0.3510
H 1.807 1.124 -2.678 0.3068
C -1.201 1.102 1.959 -0.9934
C -1.471 -0.417 1.725 -0.5830
C -2.512 -1.289 -0.177 -0.3878
N -1.468 -0.632 0.301 -0.2403
H -0.196 1.382 1.675 0.2143
H -1.911 1.639 1.389 0.3298
H -1.283 1.317 3.073 0.3512
H -0.602 -0.968 2.174 0.2233
H -2.387 -0.777 2.179 0.4994
H -2.574 -1.380 -1.272 0.2515
H -3.270 -1.776 0.482 0.2518
H -0.242 0.483 -0.758 0.4088
```

No. 7
DFT (ωB97M-V/def2-TZVPD) results for a single C14H19NO2 molecule.

Calculated values
Max |F| in eV/Å: 0.60
Relative energy (zero: lowest compared OMol25 entry of this formula, charge and spin) in kcal/mol: 23.35
Orbital gap in eV: 9.0
Total charge: 0
Spin multiplicity: 1
Structure (SMILES): C=CCNC(=O)CCCOc1ccc(C)cc1
Energy in hartree: -750.09519
HOMO energy in eV: -8.236

Structure (XYZ):
```
36
Properties=species:S:1:pos:R:3:mulliken_charge:R:1
C -6.469 -0.614 0.962 -0.7438
C -5.194 -0.779 0.664 0.0188
C -4.622 -0.621 -0.711 -0.6958
N -3.497 0.292 -0.714 -0.1781
C -2.239 -0.097 -1.028 0.4874
O -1.971 -1.227 -1.375 -0.6596
C -1.200 1.000 -0.875 -0.6414
C -0.598 0.936 0.531 -0.3357
C 0.475 2.012 0.723 -0.8084
O 1.526 1.917 -0.209 -0.4760
C 2.467 0.934 -0.076 0.8824
C 2.589 0.064 1.000 -0.2407
C 3.609 -0.872 1.018 -0.9327
C 4.524 -0.971 -0.020 0.6657
C 5.624 -1.990 0.028 -1.3863
C 4.395 -0.095 -1.090 -0.5694
C 3.385 0.843 -1.122 -0.5106
H -6.844 -0.745 1.962 0.2603
H -7.197 -0.356 0.210 0.2513
H -4.474 -1.040 1.428 0.2794
H -5.390 -0.271 -1.409 0.3389
H -4.226 -1.579 -1.066 0.2936
H -3.668 1.233 -0.399 0.2671
H -0.407 0.832 -1.604 0.2575
H -1.642 1.982 -1.052 0.3013
H -0.162 -0.054 0.677 0.2931
H -1.375 1.084 1.285 0.3945
H 0.857 1.991 1.752 0.3721
H 0.040 3.000 0.540 0.4507
H 1.905 0.101 1.833 0.3244
H 3.689 -1.543 1.862 0.3514
H 6.138 -2.050 -0.928 0.3458
H 6.353 -1.723 0.794 0.2980
H 5.226 -2.972 0.275 0.3423
H 5.093 -0.148 -1.913 0.2965
H 3.283 1.525 -1.952 0.4061
```

Copy entry 3 word for word.
DFT (ωB97M-V/def2-TZVPD) results for 3 unconnected molecules or ions with the total composition C2H6O2SSi.

Calculated values
Max |F| in eV/Å: 4.81
Relative energy (zero: lowest compared OMol25 entry of this formula, charge and spin) in kcal/mol: 55.90
Orbital gap in eV: 7.9
Total charge: 0
Spin multiplicity: 1
Energy in hartree: -917.86300
HOMO energy in eV: -9.311

Structure (XYZ):
```
12
Properties=species:S:1:pos:R:3:mulliken_charge:R:1
C -0.319 0.953 0.780 0.5503
C -1.779 -0.893 0.504 -0.7107
O -1.220 1.771 0.733 -0.5310
O -0.495 -0.378 0.738 -0.1774
Si 1.651 1.237 0.745 0.3765
S 2.659 -0.473 0.311 -0.3016
H -1.778 -1.223 -0.549 0.2706
H -2.566 -0.119 0.535 0.3133
H -2.152 -1.691 1.162 0.2506
H 1.903 2.696 0.876 -0.0490
H 4.836 1.962 -1.074 -0.1447
H 5.727 2.552 -1.038 0.1531
```

Please write out number 2 again, unchanged.
DFT (ωB97M-V/def2-TZVPD) results for a single C5H3N3 molecule.

Calculated values
Max |F| in eV/Å: 7.10
Relative energy (zero: lowest compared OMol25 entry of this formula, charge and spin) in kcal/mol: 40.86
Orbital gap in eV: 8.6
Total charge: 0
Spin multiplicity: 1
Structure (SMILES): [H]/N=C1/N=CC=C1C#N
Energy in hartree: -356.50694
HOMO energy in eV: -10.471

Structure (XYZ):
```
11
Properties=species:S:1:pos:R:3:mulliken_charge:R:1
H -0.055 0.562 -2.516 0.2759
N -0.375 -0.309 -2.158 -0.5561
C -0.349 -0.417 -0.874 0.3901
N -0.647 -1.732 -0.283 -0.4825
C -0.622 -1.414 0.964 -0.0645
C -0.115 -0.047 1.284 -0.2812
C 0.089 0.604 0.085 0.3943
C 0.864 1.722 -0.204 0.0767
N 1.458 2.772 -0.295 -0.4519
H -0.724 -2.108 1.789 0.3916
H 0.477 0.368 2.208 0.3076
```

Among the records above, which one has the lowest energy? C12H28BN7O10P